Record 1
# C45H53BeBr3CaClF9N6O12PS

C45H53BeBr3CaClF9N6O12PS as an isolated structure in a non-equilibrium geometry (wB97M-V/def2-TZVPD, the OMol25 dataset).

Results
E_HOMO = -8.31 eV
Electronic energy = -367083.427 eV
Total charge = +1
Orbital gap = 0.829 eV

Structure (XYZ):
```
133
C45H53BeBr3CaClF9N6O12PS, DFT wB97M-V/def2-TZVPD
C -2.63 -3.85 0.68
C -2.48 -2.86 -0.49
S -3.96 -2.69 -1.52
C -5.44 -2.34 -0.52
C -5.40 -0.91 -0.04
C -4.63 -0.86 1.30
C -4.79 0.43 2.11
C -3.88 1.59 1.68
C -2.41 1.40 2.16
C -1.43 1.51 0.97
O -0.36 2.40 1.24
C 0.28 2.66 -0.01
C -4.64 -0.28 -1.22
O -5.24 -0.20 -2.36
O -3.50 0.05 -1.08
N -6.82 -0.48 0.05
C -7.50 -1.03 1.19
O -8.80 -1.50 0.69
N -9.34 -2.39 1.64
O -9.16 -3.50 1.32
P -7.09 1.22 -0.18
N -7.72 1.50 -1.58
H -1.69 -4.40 0.80
H -3.41 -4.59 0.48
H -2.81 -3.32 1.62
H -1.71 -3.27 -1.16
H -2.09 -1.91 -0.14
H -6.35 -2.35 -1.19
H -5.64 -3.08 0.26
H -5.01 -1.73 1.94
H -3.57 -1.03 1.17
H -4.50 0.18 3.13
H -5.83 0.76 2.21
H -4.24 2.47 2.21
H -3.93 1.84 0.62
H -2.15 2.14 2.92
H -2.28 0.43 2.64
H -1.92 1.88 0.07
H -1.03 0.51 0.75
H 1.24 3.16 0.13
H -0.35 3.29 -0.65
H 0.36 1.69 -0.52
H -7.73 -0.28 1.95
H -7.00 -1.90 1.62
H -8.03 1.63 0.80
H -5.89 1.95 -0.11
H -7.82 0.64 -2.10
C 4.48 8.10 0.52
C 5.62 8.65 1.10
C 6.57 7.83 1.68
C 6.38 6.46 1.71
C 5.22 5.90 1.15
C 4.28 6.73 0.54
C 4.98 4.44 1.20
O 3.98 3.96 0.72
C 5.99 3.57 1.88
C 5.75 2.21 2.00
C 6.68 1.40 2.61
C 7.86 1.94 3.11
C 8.10 3.30 3.01
C 7.16 4.12 2.40
C 7.41 5.59 2.32
O 8.44 6.06 2.76
H 3.74 8.74 0.05
H 5.76 9.72 1.09
H 7.45 8.26 2.13
H 3.39 6.30 0.10
H 4.83 1.79 1.61
H 6.49 0.34 2.71
H 8.60 1.30 3.59
H 9.02 3.72 3.40
N -1.22 1.94 -5.46
C -1.89 1.19 -4.58
C -3.22 0.81 -4.74
C -3.89 1.23 -5.87
C -3.22 2.01 -6.80
C -1.89 2.33 -6.55
H -1.33 0.89 -3.70
H -3.71 0.21 -3.99
H -4.92 0.96 -6.02
H -3.71 2.36 -7.69
H -1.33 2.93 -7.25
Be -5.55 -2.11 -2.91
C -6.07 -4.64 3.33
O -5.51 -4.17 2.35
N -7.26 -4.19 3.79
N -5.52 -5.67 4.05
H -7.73 -4.56 4.60
H -7.69 -3.43 3.30
H -4.64 -6.02 3.73
H -5.95 -6.07 4.86
F 4.87 1.16 -9.64
C 3.76 1.26 -8.88
C 3.58 0.40 -7.82
C 2.44 0.51 -7.04
C 1.48 1.47 -7.34
C 1.67 2.32 -8.42
C 2.82 2.22 -9.19
H 4.34 -0.35 -7.61
H 2.30 -0.16 -6.20
H 0.59 1.55 -6.73
H 0.92 3.07 -8.65
H 2.98 2.88 -10.03
Cl -4.62 -2.28 3.78
C -6.60 3.31 -6.09
O -5.71 3.24 -5.20
O -7.80 2.74 -5.69
O -6.52 3.79 -7.21
H -7.52 2.47 -4.80
C 11.60 -3.67 3.45
C 11.14 -4.20 2.08
C 11.01 -3.19 0.94
F 10.08 -2.25 1.20
F 10.61 -3.83 -0.19
F 10.00 -4.90 2.23
F 12.09 -5.10 1.68
O 10.60 -3.42 4.43
C 9.93 -2.21 4.45
C 8.43 -2.37 4.19
F 8.20 -2.94 2.99
F 7.83 -1.16 4.18
F 10.51 -1.33 3.62
F 10.09 -1.70 5.70
H 12.19 -4.47 3.89
H 12.29 -2.82 3.35
H 11.96 -2.69 0.73
H 7.97 -2.99 4.96
C -7.29 -9.07 5.84
Br -5.76 -9.64 4.72
Br -6.89 -7.45 6.79
Br -8.88 -8.95 4.81
H -7.45 -9.85 6.59
Ca -4.85 -10.40 6.78
```

Record 2
# C30H46MnN4OP2S4

C30H46MnN4OP2S4 as an isolated structure in a non-equilibrium geometry (wB97M-V/def2-TZVPD, the OMol25 dataset).

Results
E_HOMO (alpha / beta) = -13.17 / -13.18 eV
Electronic energy = -133092.575 eV
Spin multiplicity = 2
ΔE to the lowest compared entry with this formula, charge and spin = 0.2641 eV
Total charge = +2
⟨S²⟩ = 0.779
Orbital gap (alpha / beta) = 8.481 / 8.158 eV

Structure (XYZ):
```
88
C30H46MnN4OP2S4, DFT wB97M-V/def2-TZVPD
Mn -0.44 0.16 -0.06
C 1.65 -1.83 1.79
C 1.06 -1.04 2.95
S -0.16 0.22 2.45
C 0.73 1.75 2.92
C 0.59 2.80 1.84
S 0.98 2.23 0.16
C 2.73 1.78 0.24
C 3.06 0.42 0.84
S 1.92 -0.88 0.26
H 0.96 -2.60 1.46
H 2.58 -2.31 2.09
H 1.82 -0.51 3.51
H 0.59 -1.73 3.64
H 1.77 1.50 3.08
H 0.32 2.12 3.86
H 1.19 3.68 2.06
H -0.44 3.13 1.77
H 3.26 2.57 0.78
H 3.07 1.83 -0.79
H 3.07 0.43 1.92
H 4.06 0.13 0.52
C -2.06 3.57 -0.16
P -2.17 1.78 -0.55
C -3.84 1.42 0.09
C -2.39 1.88 -2.37
C -3.36 2.69 -2.94
C -3.47 2.79 -4.32
C -2.59 2.08 -5.14
C -1.63 1.27 -4.57
C -1.52 1.16 -3.19
P -0.34 0.02 -2.41
C -0.62 -1.49 -3.39
C 1.30 0.58 -3.00
H -2.94 4.07 -0.58
H -1.17 4.02 -0.59
H -2.09 3.75 0.91
H -4.56 2.12 -0.32
H -3.84 1.52 1.18
H -4.14 0.41 -0.17
H -4.05 3.25 -2.32
H -4.23 3.42 -4.76
H -2.67 2.16 -6.21
H -0.96 0.71 -5.22
H -0.23 -1.35 -4.40
H -1.69 -1.68 -3.46
H -0.14 -2.35 -2.92
H 1.34 0.64 -4.08
H 2.07 -0.12 -2.66
H 1.52 1.57 -2.59
N -2.71 -1.21 1.52
C -3.77 -2.02 1.41
C -3.80 -2.47 0.11
C -2.69 -1.89 -0.50
N -2.02 -1.12 0.36
H -2.35 -0.76 2.35
H -4.42 -2.20 2.25
H -4.52 -3.14 -0.33
H -2.35 -1.99 -1.51
C 3.99 -2.97 -3.96
C 3.81 -4.43 -3.56
C 3.47 -4.59 -2.09
N 2.17 -4.01 -1.76
C 1.14 -4.53 -1.09
S -0.10 -3.53 -0.51
N 1.09 -5.86 -0.85
C 1.54 -6.96 -1.64
O 1.88 -7.97 -1.08
C 1.46 -6.82 -3.11
C 2.31 -7.61 -3.88
C 2.25 -7.54 -5.26
C 1.33 -6.70 -5.87
C 0.47 -5.92 -5.10
C 0.54 -5.98 -3.72
H 4.26 -2.89 -5.01
H 4.77 -2.48 -3.38
H 3.06 -2.41 -3.84
H 4.74 -4.98 -3.75
H 3.04 -4.90 -4.17
H 4.22 -4.07 -1.48
H 3.49 -5.63 -1.77
H 2.10 -3.01 -1.89
H 0.52 -6.13 -0.06
H 3.00 -8.28 -3.39
H 2.90 -8.15 -5.86
H 1.27 -6.66 -6.95
H -0.27 -5.29 -5.59
H -0.15 -5.39 -3.12
```

Record 3
# C7H16N3P

An isolated ion of composition C7H16N3P and charge +2 in a non-equilibrium geometry (wB97M-V/def2-TZVPD, the OMol25 dataset).

Results
E_HOMO (alpha / beta) = -15.56 / -15.74 eV
Electronic energy = -21255.544 eV
ΔE to the lowest compared entry with this formula, charge and spin = 3.6040 eV
Total charge = +2
Orbital gap (alpha / beta) = 7.071 / 6.878 eV

Structure (XYZ):
```
27
C7H16N3P, DFT wB97M-V/def2-TZVPD
C -2.53 -1.51 -2.01
C -2.24 -2.69 -1.42
C -0.94 -1.46 0.10
C 3.07 0.70 1.15
C 1.47 2.50 0.58
C -0.17 -0.75 1.08
C 0.80 0.05 0.27
N -2.39 -0.48 -1.35
N -1.43 -2.61 -0.28
N 1.59 1.11 1.11
P -2.20 1.12 -1.29
H -3.10 -1.55 -2.96
H -2.36 -3.68 -1.87
H 3.76 1.19 1.75
H 3.10 -0.31 1.43
H 3.39 0.84 0.16
H 1.80 2.55 -0.42
H 0.48 2.84 0.64
H 2.13 3.11 1.30
H -0.96 -0.18 1.65
H 0.37 -1.46 1.79
H 0.25 0.56 -0.46
H 1.58 -0.63 -0.08
H -0.86 -3.42 0.02
H 1.34 1.02 2.16
H -3.36 1.44 -0.52
H -2.58 1.70 -2.54
```